Record 1
{"formula": "C6H8O2", "method": "ωB97M-V/def2-TZVPD", "smiles": "Cc1occc1CO", "e_above_lowest_ev": 3.163, "lumo_ha": 0.0313, "species": ["O", "O", "C", "C", "C", "C", "C", "C", "H", "H", "H", "H", "H", "H", "H", "H"], "coordinates": [[2.8219, 0.4339, 0.1782], [-1.8455, 1.0704, -0.2383], [0.2072, 1.9157, -0.0116], [-1.5761, -1.3584, 0.1187], [1.6187, -0.2998, 0.0332], [-1.1180, 2.1573, -0.1208], [0.4256, 0.5386, 0.1062], [-1.1080, 0.0359, -0.0488], [-1.6299, 3.1422, -0.1826], [-1.7163, -1.4770, 1.1918], [-0.6511, -1.9162, -0.0706], [0.7954, 2.7243, 0.2021], [1.8066, -1.2811, 0.6182], [2.8926, 1.2456, -0.4002], [1.3894, -0.7626, -0.9982], [-2.4500, -1.8002, -0.3804]], "forces_ev_per_a": [[0.35, 0.84, -0.86], [-1.94, 0.24, 0.53], [-0.96, -1.43, 0.70], [0.76, -0.17, 0.68], [0.70, -2.13, -1.63], [-0.42, 3.25, -0.82], [-7.05, -1.41, 0.15], [6.67, -0.51, -0.04], [0.34, -1.17, -0.03], [-0.34, -0.28, 0.23], [-0.48, -0.46, -0.25], [2.00, 1.62, 0.16], [-0.88, 1.99, -0.07], [-0.61, -1.52, 0.77], [1.44, 0.48, 0.72], [0.40, 0.66, -0.26]], "nbo_charge": [-0.7158, -0.3686, -0.3349, -0.6777, -0.0989, 0.0544, -0.1363, 0.3134, 0.1980, 0.2290, 0.2263, 0.2223, 0.2079, 0.4751, 0.1683, 0.2374]}

Record 2
{"formula": "C6H8O2", "method": "ωB97M-V/def2-TZVPD", "smiles": "O=C1[C@@H]2C[C@H](O)[C@H]1C2", "e_above_lowest_ev": 2.213, "lumo_ha": 0.0324, "species": ["O", "O", "C", "C", "C", "C", "C", "C", "H", "H", "H", "H", "H", "H", "H", "H"], "coordinates": [[-2.1798, -1.4556, -0.4101], [1.1442, -0.7463, -1.8809], [0.1703, 1.1188, -0.6401], [-1.3091, -0.7465, -0.2116], [-0.2360, 0.1539, 1.4659], [-0.9608, 0.8597, 0.2815], [0.1414, -0.9346, 0.4623], [1.0050, -0.1263, -0.5714], [1.1559, -1.7237, -1.6811], [-0.9885, -0.1646, 2.1634], [0.6564, 0.7227, 1.8463], [1.9585, 0.0480, -0.1117], [0.7622, 1.9779, -0.2432], [0.4978, -1.9506, 0.7812], [-1.7889, 1.5933, 0.4029], [-0.0286, 1.3738, -1.6535]], "forces_ev_per_a": [[-3.50, -2.31, -1.40], [-0.26, -1.26, 1.72], [1.50, 2.50, 0.18], [5.11, 4.00, 3.71], [0.03, 0.74, -1.07], [-2.23, -1.41, -0.62], [0.09, -1.55, -1.41], [-0.48, -1.75, 0.28], [0.09, 1.45, -0.63], [0.21, -0.14, 0.81], [-1.08, -0.54, 0.03], [0.81, 0.09, -0.14], [-0.30, -0.41, -0.28], [-0.22, 0.95, -0.31], [0.82, -0.45, -0.02], [-0.59, 0.09, -0.85]], "nbo_charge": [-0.4930, -0.7133, -0.4480, 0.6447, -0.4163, -0.2899, -0.3601, 0.0965, 0.4708, 0.2272, 0.2207, 0.1684, 0.2029, 0.2198, 0.2310, 0.2385]}

Record 3
{"formula": "C6H8O2", "method": "ωB97M-V/def2-TZVPD", "smiles": "C=C=C(C)[C@]1(O)CO1", "e_above_lowest_ev": 5.019, "lumo_ha": [0.0039, 0.0039], "species": ["O", "O", "C", "C", "C", "C", "C", "C", "H", "H", "H", "H", "H", "H", "H", "H"], "coordinates": [[1.1907, -1.4450, 1.0430], [2.1692, -0.2798, -0.7484], [0.3461, -1.9889, 0.0360], [0.4477, 1.9966, 0.2078], [-2.5272, 0.0098, -0.2061], [-1.2595, 0.1995, 0.0273], [0.0011, 0.5668, 0.0946], [1.0032, -0.4968, 0.0149], [0.7983, -2.6585, -0.6856], [1.4947, 2.1529, -0.0673], [0.3260, 2.3758, 1.2274], [-0.1367, 2.6367, -0.4600], [2.9251, -0.6310, -0.2497], [-0.6322, -2.2983, 0.3764], [-3.1437, 0.7998, -0.6211], [-3.0030, -0.9395, 0.0109]], "forces_ev_per_a": [[0.12, 0.66, 0.19], [-0.78, 0.06, 0.77], [1.25, 1.61, -0.54], [-0.16, 0.79, 1.05], [-0.31, -0.35, 0.11], [-0.10, 0.02, -0.25], [1.27, 0.61, 0.34], [-0.84, -3.27, -1.87], [0.33, -0.07, 0.15], [-0.13, -0.47, 0.05], [0.04, 0.16, -0.04], [-0.01, -0.16, 0.16], [-0.37, 0.00, -0.09], [-0.16, 0.38, 0.03], [0.25, -0.37, -1.24], [-0.40, 0.39, 1.17]], "nbo_charge": [-0.4909, -0.7063, -0.1507, -0.6289, -0.5497, 0.2283, -0.2060, 0.5090, 0.1823, 0.2396, 0.2224, 0.2156, 0.4882, 0.1870, 0.2326, 0.2276]}

Record 4
{"formula": "C6H8O2", "method": "ωB97M-V/def2-TZVPD", "smiles": "C=C=C(C)C(=O)OC", "e_above_lowest_ev": 3.785, "lumo_ha": [-0.0405, -0.0028], "species": ["O", "O", "C", "C", "C", "C", "C", "C", "H", "H", "H", "H", "H", "H", "H", "H"], "coordinates": [[0.8513, -0.2993, 1.9400], [-0.1056, 1.2848, 0.5540], [0.1569, -0.8539, -0.2956], [0.4905, -2.3067, -0.1532], [0.1415, 2.2838, 1.5433], [-0.4704, -0.3447, -1.3310], [-1.0866, 0.0735, -2.3970], [0.3918, 0.0354, 0.8627], [1.1928, 2.3267, 1.8420], [-0.1155, 3.2554, 1.1121], [-1.4630, 1.0882, -2.4561], [0.9362, -2.5417, 0.8173], [-1.2103, -0.5754, -3.2561], [-0.4981, 2.1024, 2.4125], [1.1992, -2.6091, -0.9318], [-0.4106, -2.9194, -0.2631]], "forces_ev_per_a": [[-0.54, 0.68, -1.08], [0.74, -0.39, 0.59], [0.95, -0.26, 1.89], [-0.62, -0.72, 0.11], [-0.15, 0.40, 0.27], [-0.37, -0.02, -0.57], [-0.32, 0.34, -0.63], [0.62, 0.15, -0.18], [-0.16, -0.26, 0.00], [-0.10, -0.31, -0.11], [-0.99, -0.24, 0.31], [-0.14, 0.33, -0.08], [0.86, 0.32, -0.53], [0.24, 0.03, -0.03], [-0.14, 0.09, 0.08], [0.12, -0.13, -0.03]], "nbo_charge": [-0.5933, -0.5216, -0.2803, -0.6193, -0.2595, 0.3230, -0.5627, 0.7673, 0.1932, 0.1928, 0.2436, 0.2484, 0.2394, 0.1905, 0.2182, 0.2204]}

Record 5
{"formula": "C6H8O2", "method": "ωB97M-V/def2-TZVPD", "multiplicity": 3, "e_above_lowest_ev": 2.431, "s_squared": 2.01, "lumo_ha": [0.0285, -0.0829], "species": ["O", "O", "C", "C", "C", "C", "C", "C", "H", "H", "H", "H", "H", "H", "H", "H"], "coordinates": [[2.4202, 0.4076, 1.2202], [0.3923, 1.6102, -0.2925], [-0.6925, 1.4749, 0.6462], [-2.2656, -0.5625, 0.6812], [-1.6658, 0.5923, 0.6648], [1.1934, -0.6264, -0.5594], [0.5712, 0.5296, -1.2373], [1.8944, -0.6295, 0.5266], [2.0527, -1.7049, 1.0417], [-3.2034, -0.5973, 0.3113], [1.2590, 0.9781, -1.9447], [2.1409, 1.2350, 0.9001], [-1.8563, -1.4208, 1.1905], [-0.6331, 2.3423, 1.2687], [0.7509, -1.6373, -0.9298], [-0.3075, 0.2419, -1.7528]], "forces_ev_per_a": [[0.78, -2.12, 0.96], [-1.25, -0.96, 1.65], [3.23, 2.83, -1.90], [1.49, -1.69, 0.38], [-0.76, -0.05, 0.70], [-2.85, -2.49, -2.47], [1.81, 0.96, 0.64], [1.41, -2.81, 2.99], [0.08, 2.90, -1.05], [-3.50, -0.29, -0.17], [0.08, 0.08, -0.39], [-0.78, 1.63, -0.99], [0.58, -0.57, -0.84], [-0.29, 0.87, -0.14], [1.17, 1.75, 0.83], [-1.19, -0.05, -0.20]], "nbo_charge": [-0.6812, -0.4742, 0.1006, -0.6228, 0.0530, -0.3690, -0.1180, 0.1688, 0.1906, 0.2208, 0.2021, 0.4909, 0.2312, 0.1760, 0.2261, 0.2051]}

Record 6
{"formula": "C6H8O3", "method": "ωB97M-V/def2-TZVPD", "smiles": "C#CC(O)(O)OC.C#C", "e_above_lowest_ev": 5.760, "lumo_ha": 0.0304, "species": ["O", "O", "O", "C", "C", "C", "C", "C", "C", "H", "H", "H", "H", "H", "H", "H", "H"], "coordinates": [[1.7806, -0.9754, 1.0587], [0.2850, -1.4608, -0.5453], [0.4157, 0.7503, 0.1850], [-1.3047, -1.0066, 2.4789], [-1.5145, 0.9879, -0.7910], [0.5245, -0.7080, 0.5615], [-1.8640, 0.0259, -1.4810], [-0.4756, -0.8552, 1.6294], [1.4725, 1.2046, -0.6611], [-2.5531, -0.2388, -2.2518], [2.4174, 1.1944, -0.1156], [2.2678, -1.4205, 0.3526], [-2.0543, -1.0778, 3.2206], [-1.5789, 1.8406, -0.1576], [-0.5895, -1.0714, -0.9950], [1.5424, 0.5808, -1.5561], [1.2288, 2.2300, -0.9322]], "forces_ev_per_a": [[-0.06, -0.13, -0.13], [-1.23, 0.28, -0.90], [0.88, -1.23, 0.81], [0.24, 0.20, -0.31], [-1.87, -1.22, -1.21], [0.06, 1.61, -0.35], [0.25, 2.11, 0.56], [-0.24, -0.06, 0.25], [-0.18, -0.30, 0.23], [0.04, -0.54, -0.05], [0.00, 0.00, -0.07], [-0.02, 0.00, 0.00], [-0.15, -0.12, 0.20], [0.50, 0.02, 0.10], [1.77, -0.70, 0.96], [0.04, 0.11, -0.03], [-0.02, -0.04, -0.06]], "nbo_charge": [-0.6858, -0.7478, -0.5537, -0.1756, -0.0366, 0.7041, -0.4613, -0.0745, -0.2690, 0.2619, 0.1914, 0.4915, 0.2326, 0.2349, 0.5064, 0.1849, 0.1967]}

Record 7
{"formula": "C6H8O3S2", "method": "ωB97M-V/def2-TZVPD", "e_above_lowest_ev": 0.011, "lumo_ha": 0.0118, "species": ["S", "S", "O", "O", "O", "C", "C", "C", "C", "C", "C", "H", "H", "H", "H", "H", "H", "H", "H"], "coordinates": [[-1.8522, 0.8751, -0.0963], [-1.3118, -2.2579, -0.4232], [-1.7678, 0.5758, 1.3117], [-3.1251, 1.2221, -0.6345], [-0.7616, 2.1059, -0.3370], [1.2943, 0.8023, -0.4955], [-0.0909, -2.1253, 0.9669], [0.7934, -0.6489, -0.6817], [-0.7302, -0.7884, -1.0992], [0.8883, -1.2805, 0.6868], [0.3793, 1.6304, 0.4162], [-0.1562, -2.8216, 1.7919], [0.1802, 1.2208, 1.3418], [1.4424, -1.0831, -1.3958], [1.2601, 1.4755, -1.3451], [-1.2007, -0.8224, -2.1467], [2.2438, 0.5415, 0.0136], [0.9210, 2.5745, 0.6399], [1.5935, -1.1961, 1.4865]], "forces_ev_per_a": [[1.56, -1.24, -0.08], [0.50, -0.70, 2.07], [-0.77, -0.31, -0.25], [0.16, 0.19, -0.68], [-1.12, -1.87, 0.72], [-1.07, -0.34, 1.00], [-0.91, -0.71, -1.54], [-1.69, 2.49, 0.60], [-1.05, 1.15, -0.43], [-1.44, -1.60, -0.11], [3.07, 2.81, -1.55], [-0.20, 0.29, 0.09], [-0.86, -0.96, 1.60], [0.47, -1.00, -0.85], [1.06, -0.66, -0.77], [1.50, 0.86, 1.23], [0.01, 1.39, -0.62], [-0.18, -0.46, -0.15], [0.96, 0.66, -0.26]], "nbo_charge": [2.1854, 0.3037, -0.9495, -0.8926, -0.6847, -0.4196, -0.2672, -0.2845, -0.4806, -0.2543, -0.1176, 0.2335, 0.2250, 0.2398, 0.2324, 0.2700, 0.2222, 0.1990, 0.2397]}